No. 1
The following is a DFT calculation (wB97M-V/def2-TZVPD) of a cluster of 8 separate species, C28H69BF7N2O15PS2 in total.

The geometry in XYZ format:
```
125
Properties=species:S:1:pos:R:3:forces:R:3
C -2.755471 -2.076312 2.582011 -0.19 -0.08 0.18
C -1.475412 -2.868532 2.606364 -0.18 -0.12 0.44
N -0.290155 -2.157002 2.111906 -0.39 0.35 -0.45
P -0.281157 -1.302974 0.638954 0.28 -1.07 0.20
C -1.497558 -0.086622 0.015005 -0.49 0.39 0.04
O -2.105631 0.668277 1.051001 0.18 0.00 0.29
N -3.466030 0.855837 0.750061 0.16 -0.50 -0.55
O -3.999175 1.437007 1.596450 -0.24 0.45 0.49
B 1.363199 -1.437089 -0.445726 0.27 0.05 -0.49
O 2.157778 -2.511389 -0.198645 -0.65 -0.19 0.52
O 1.628524 -0.502178 -1.387759 0.10 0.12 0.50
S -1.146202 -2.925096 -0.629708 -0.95 -0.50 -0.98
C -0.343940 -4.477083 -0.252942 0.20 -0.02 0.30
O -0.750826 -2.551950 -1.977813 0.66 0.29 -0.06
O -2.576528 -3.106473 -0.460405 -0.07 -0.07 0.61
S 0.914269 0.334181 1.717899 0.15 0.97 -0.68
O 2.299829 -0.107902 1.610043 0.12 -0.44 0.28
O 0.693165 1.648393 1.151678 -0.33 0.27 0.13
C 0.482472 0.520366 3.531033 0.46 0.39 0.54
F -0.848983 0.517782 3.683586 0.24 -0.02 -0.21
F 0.940363 1.749405 3.881350 -0.15 -0.24 -0.13
C 1.125564 -0.525818 4.505436 -0.57 -0.10 0.22
F 0.125781 -1.230689 5.087491 0.11 0.03 -0.04
F 1.924874 -1.396511 3.879975 0.11 0.00 0.02
C 1.939931 0.091402 5.668836 0.42 0.00 0.36
F 2.386534 -0.952267 6.414901 -0.15 0.84 -0.24
F 1.164257 0.875534 6.445527 0.74 -0.53 -0.58
F 3.008972 0.778955 5.216286 -0.84 -0.48 0.51
H -3.012357 -1.690928 1.607178 0.00 0.07 -0.32
H -3.551072 -2.759336 2.849746 -0.27 -0.19 0.03
H -2.774110 -1.286236 3.317857 0.19 0.39 0.09
H -1.651803 -3.823625 2.123123 0.16 -0.16 -0.47
H -1.268614 -3.116605 3.640535 0.22 -0.03 0.27
H 0.534559 -2.747913 2.147857 0.23 0.07 0.12
H -2.270888 -0.546860 -0.587116 -0.12 -0.39 -0.10
H -0.967109 0.582195 -0.648393 0.40 0.11 -0.11
H 3.057533 -2.191400 -0.106712 0.51 -0.14 -0.33
H 1.848280 0.350693 -0.989864 0.08 0.41 -0.32
H -1.107787 -5.236663 -0.196737 -0.31 -0.15 -0.03
H 0.374427 -4.704468 -1.023564 0.15 0.07 -0.32
H 0.179804 -4.420052 0.692878 0.07 0.01 0.24
C -1.530750 3.638363 -3.456769 0.07 0.00 0.15
C -1.387287 2.126848 -3.390400 -0.25 0.21 -0.22
C -1.782117 1.463083 -4.698655 0.05 -0.18 -0.02
O -2.186349 1.615718 -2.321642 0.17 -0.09 0.14
H -2.569547 3.916836 -3.645594 0.07 -0.02 -0.10
H -1.241143 4.090012 -2.505814 0.06 -0.03 0.00
H -0.909416 4.063318 -4.247662 -0.02 -0.01 -0.02
H -0.356789 1.860103 -3.147969 -0.02 -0.08 0.12
H -2.827750 1.677246 -4.936584 0.01 0.10 -0.01
H -1.679406 0.379810 -4.622935 0.05 0.00 0.02
H -1.161239 1.816268 -5.523801 -0.02 0.02 -0.02
H -3.105024 1.836312 -2.507747 -0.11 -0.03 0.02
C -4.962782 4.209982 -1.077738 0.04 -0.10 -0.05
C -6.238421 3.385904 -1.186959 0.09 0.16 0.33
C -7.367145 3.999406 -0.371818 -0.10 -0.07 -0.05
O -6.001371 2.042219 -0.771039 -0.04 0.01 -0.25
H -4.622287 4.247479 -0.039159 -0.05 0.03 0.04
H -4.162137 3.765163 -1.669595 -0.02 0.05 -0.03
H -5.121021 5.231713 -1.426307 -0.04 -0.07 0.04
H -6.539708 3.321298 -2.233136 0.01 -0.08 -0.03
H -7.097011 4.030336 0.687095 0.06 0.05 0.00
H -8.272808 3.399961 -0.462622 -0.01 0.00 -0.03
H -7.587497 5.016249 -0.700295 0.01 0.01 0.01
H -5.730543 2.062975 0.152969 0.02 -0.03 0.06
C -5.387217 7.501855 -4.108530 -0.09 -0.09 0.08
C -4.134244 6.738843 -3.707216 0.03 0.23 -0.36
C -2.871189 7.480592 -4.117288 0.09 -0.09 0.07
O -4.145473 5.429972 -4.278643 -0.15 -0.01 0.22
H -5.427228 7.623258 -5.194252 0.05 0.05 -0.01
H -6.281094 6.955892 -3.806098 0.00 0.00 0.04
H -5.412007 8.491591 -3.651234 0.01 0.01 -0.01
H -4.131361 6.586122 -2.627415 0.04 -0.06 -0.04
H -2.836489 7.600945 -5.203478 -0.06 0.05 -0.01
H -1.985093 6.919305 -3.820297 -0.01 0.00 0.04
H -2.826445 8.469830 -3.660519 -0.01 0.01 -0.01
H -4.146710 5.524540 -5.236010 -0.01 0.01 -0.09
C 2.065251 -7.506651 2.103081 -0.10 0.07 -0.11
C 2.765147 -6.185287 2.385516 0.00 -0.34 0.31
C 4.099680 -6.392357 3.083617 0.04 0.13 0.00
O 1.918048 -5.348596 3.180916 -0.03 0.24 -0.32
H 1.855185 -8.038978 3.034343 0.10 0.00 0.03
H 1.109504 -7.331735 1.607793 0.02 0.01 -0.05
H 2.673973 -8.151875 1.468949 0.01 -0.01 0.01
H 2.923255 -5.648851 1.448936 -0.08 0.12 0.02
H 3.952702 -6.888776 4.046347 -0.02 -0.07 -0.02
H 4.580909 -5.434341 3.279214 0.01 0.02 -0.03
H 4.771699 -7.003388 2.480211 0.00 -0.02 0.00
H 1.764215 -5.802798 4.014715 -0.02 -0.01 0.11
C 1.662795 -1.198196 -8.210052 0.09 0.10 0.01
C 0.430170 -0.386639 -7.841422 -0.05 -0.31 -0.23
C -0.768811 -1.281350 -7.570297 -0.10 0.10 0.07
O 0.128455 0.552347 -8.875060 0.05 0.16 0.22
H 1.481357 -1.770901 -9.123709 -0.05 -0.05 0.03
H 2.511591 -0.540588 -8.397462 0.00 0.02 0.03
H 1.930467 -1.895056 -7.415048 -0.01 -0.02 0.00
H 0.642694 0.211699 -6.954915 -0.01 0.09 -0.02
H -1.028047 -1.859353 -8.461753 0.08 -0.04 -0.01
H -1.639527 -0.681669 -7.304907 0.01 0.02 0.04
H -0.565891 -1.978152 -6.756202 0.00 -0.01 0.00
H -0.065280 0.053890 -9.673877 -0.03 -0.04 -0.09
C 4.323603 3.016681 0.189372 -0.13 -0.11 0.05
C 5.026493 1.892661 -0.555951 0.01 0.41 -0.05
C 6.336918 2.355990 -1.173536 0.02 -0.14 -0.06
O 4.166809 1.355887 -1.563845 -0.10 -0.27 0.15
H 4.080006 3.832900 -0.496640 0.08 0.03 -0.02
H 3.388803 2.661365 0.624798 0.02 -0.03 0.02
H 4.950276 3.414995 0.988166 0.01 0.01 -0.01
H 5.219632 1.069173 0.132330 -0.07 -0.09 -0.03
H 6.154200 3.152109 -1.900285 -0.02 0.06 0.05
H 6.823647 1.535422 -1.700796 0.01 -0.02 0.02
H 7.020025 2.735768 -0.413096 -0.01 0.02 0.01
H 3.971454 2.057654 -2.191875 0.01 0.08 -0.06
C 3.850534 -3.124969 9.703308 -0.11 -0.06 0.06
C 4.340341 -4.262142 8.819971 0.02 0.36 -0.15
C 5.545308 -3.845140 7.990015 0.03 -0.12 -0.05
O 3.288070 -4.716297 7.967908 0.04 -0.21 0.11
H 3.535824 -2.277666 9.087915 0.08 0.03 -0.02
H 2.987879 -3.439763 10.290288 0.02 -0.04 0.02
H 4.631036 -2.784526 10.384914 0.01 0.01 -0.01
H 4.606262 -5.117793 9.441202 -0.07 -0.08 -0.03
H 5.281474 -3.016081 7.327748 -0.01 0.06 0.05
H 5.882639 -4.671420 7.364270 0.01 -0.03 0.03
H 6.373799 -3.527597 8.624421 0.00 0.02 0.00
H 3.030219 -3.979007 7.406035 -0.03 0.07 -0.05
```
Forces are in eV/Å.

DFT total energy, eV: -114503.6646
HOMO level, eV: -8.9225
Largest force on an atom, eV/Å: 1.5
SMILES: CCNP(CON=O)(B(O)O)(S(C)(=O)=O)S(=O)(=O)C(F)(F)C(F)(F)C(F)(F)F.CC(C)O.CC(C)O.CC(C)O.CC(C)O.CC(C)O.CC(C)O.CC(C)O
Lowest unoccupied orbital energy, eV: 0.15
Orbital gap, eV: 9.071
2S+1: 1

---

No. 2
The following is a DFT calculation (wB97M-V/def2-TZVPD) of a structure of composition C28H69BrClINO3SbSi5TeTi.

The geometry in XYZ format:
```
112
Properties=species:S:1:pos:R:3:forces:R:3
Ti 1.649719 1.625740 -1.162564 -4.05 -0.34 3.29
C 1.286388 4.536045 2.173768 -0.72 0.11 -0.37
Sb 0.035310 3.461457 0.713132 0.56 0.76 0.34
C -1.757752 3.180958 1.914091 -0.16 -0.25 0.34
C -0.526691 5.089941 -0.576670 -0.24 0.17 0.33
H 0.629847 5.275499 2.680745 0.46 -0.48 -0.31
H 2.092656 5.052371 1.652319 -0.11 0.04 -0.03
H 1.722691 3.851362 2.892851 -0.08 -0.13 0.11
H -1.587010 3.468615 2.982426 0.16 -0.23 -0.99
H -2.048060 2.120770 1.863233 0.11 0.35 0.05
H -2.601756 3.786489 1.528531 0.67 -0.24 -0.04
H -0.932362 5.942134 0.004720 0.23 -0.59 -0.17
H -1.296958 4.729432 -1.266667 0.21 0.07 0.09
H 0.349863 5.434365 -1.127776 -0.09 -0.11 -0.02
Cl 2.346129 -0.430108 -2.367600 0.44 0.90 -0.33
C 2.551317 0.884885 -3.720039 -0.02 -1.69 -0.60
C 2.937707 2.249456 -3.167193 1.62 0.45 -1.44
O 3.990518 2.792449 -3.384450 -1.04 -0.63 0.36
O 1.929466 2.785782 -2.463774 0.12 0.46 -0.71
H 1.562933 0.880008 -4.174407 -0.05 0.29 0.00
H 3.245911 0.363439 -4.383169 0.18 0.71 0.15
C -1.081055 -1.959692 -4.558124 0.76 0.40 -0.47
Si -2.456159 -2.001688 -3.325932 -0.87 -0.25 0.20
C -1.952512 -3.025750 -1.860793 0.00 -0.58 1.22
C -4.003583 -2.802116 -4.079990 -0.18 0.79 0.02
Si -3.045659 0.184450 -2.628679 0.17 -0.31 -0.70
Te -1.005437 0.932733 -1.223958 1.04 0.31 0.08
Si -4.624159 0.156267 -0.899020 -0.45 0.41 0.59
C -3.859100 -0.636544 0.600904 0.62 -1.32 0.69
C -5.043187 1.910183 -0.361149 -0.06 0.62 0.14
C -6.182439 -0.751182 -1.369608 -0.92 -0.04 -0.54
Si -3.386855 1.692497 -4.403819 -0.30 0.26 0.04
C -3.390737 3.411864 -3.721479 -0.70 0.65 0.39
C -5.062598 1.289421 -5.149804 -0.55 -0.65 0.07
C -1.994606 1.601560 -5.626222 0.26 -0.40 -0.85
H -0.796540 -2.960909 -4.909177 -0.17 0.17 0.06
H -0.168368 -1.502081 -4.127145 -0.37 -0.13 -0.14
H -1.376911 -1.352768 -5.430913 0.19 -0.28 0.25
H -1.752018 -4.045821 -2.229718 -0.03 0.22 0.10
H -2.703987 -3.137624 -1.027426 0.56 0.25 -0.95
H -1.019870 -2.675479 -1.383857 -0.26 -0.02 -0.20
H -3.859390 -3.880608 -4.132228 0.02 -0.07 -0.10
H -4.197953 -2.409069 -5.102657 -0.02 -0.29 0.65
H -4.888332 -2.614785 -3.433488 0.44 -0.10 -0.50
H -2.779192 -0.370106 0.686674 -0.73 -0.22 0.13
H -3.929141 -1.766936 0.595657 0.16 1.15 -0.19
H -4.373928 -0.338380 1.533251 0.20 0.09 -0.42
H -4.125390 2.512036 -0.206688 -0.33 -0.26 -0.08
H -5.552702 1.856387 0.623916 0.19 0.00 -0.50
H -5.699896 2.487491 -1.041483 0.32 -0.39 0.25
H -6.023234 -1.835148 -1.511127 -0.09 0.41 0.27
H -6.594964 -0.382418 -2.337740 0.22 -0.15 0.61
H -6.984578 -0.580372 -0.597454 0.82 -0.25 -0.64
H -4.158781 3.500074 -2.923963 0.38 0.12 -0.42
H -3.624571 4.148383 -4.518182 0.08 -0.37 0.42
H -2.427302 3.681504 -3.288145 0.08 0.00 0.01
H -5.877942 1.303898 -4.390588 0.58 0.03 -0.34
H -5.086586 0.269973 -5.607192 0.04 0.76 0.22
H -5.348571 2.028757 -5.912873 0.18 -0.23 0.10
H -1.013111 1.603148 -5.119102 -0.34 -0.11 -0.23
H -2.006811 2.448481 -6.345223 -0.08 -0.40 0.47
H -2.120093 0.674166 -6.226245 0.38 0.49 0.28
N 5.447328 1.343553 -0.372761 -1.00 -0.03 -0.25
C 4.573244 2.307909 -0.108348 -2.45 -1.94 -0.27
O 3.264135 2.072965 -0.209980 3.80 0.29 0.29
C 5.028733 3.612415 0.325852 0.65 1.40 1.02
I 5.694784 3.570413 2.461477 -0.38 -0.12 -1.16
H 5.113352 0.422136 -0.688758 0.29 0.73 0.33
H 6.449780 1.500602 -0.304577 -0.33 0.00 0.05
H 4.225808 4.357062 0.313344 0.30 -0.34 -0.15
H 5.906818 3.948641 -0.244739 -0.36 -0.08 0.26
C 4.566314 -2.689499 1.720462 0.70 -0.01 0.24
C 3.103384 -3.082393 1.761520 -1.11 0.34 0.62
C 2.606153 -3.214690 0.319032 0.10 -0.21 -0.82
C 2.990484 -4.441621 2.468540 -0.09 -0.38 0.49
Si 1.992262 -1.847861 2.787532 0.36 0.30 -0.10
Br 1.485307 -0.276376 1.176511 -0.09 0.82 -0.64
C 2.917828 -0.797088 4.130299 -0.86 -0.52 -0.93
C 1.924405 0.001785 4.975119 -0.12 0.60 0.54
C 3.893209 0.171099 3.454452 0.70 0.36 0.44
C 3.593026 -1.818543 5.044167 0.71 0.12 0.36
C 0.190601 -2.352434 3.190458 0.04 0.43 -0.04
C 0.244312 -3.293089 4.390361 0.17 -0.47 0.48
C -0.738972 -1.149010 3.512026 -0.26 0.32 -0.15
C -0.449895 -3.055027 2.002807 -0.64 -0.04 -0.86
H 5.119360 -3.496603 1.198028 -0.13 0.44 0.17
H 5.006337 -2.588016 2.730573 -0.14 -0.07 -0.60
H 4.727557 -1.741509 1.185242 -0.02 -0.24 0.06
H 3.211865 -4.022251 -0.156286 -0.44 0.46 0.15
H 2.763017 -2.282993 -0.279829 -0.02 -0.70 0.54
H 1.539022 -3.487619 0.224181 0.55 0.11 0.09
H 3.583465 -5.171822 1.902227 -0.11 -0.02 0.19
H 1.956376 -4.825698 2.554589 0.50 0.20 -0.27
H 3.390489 -4.402551 3.503659 -0.11 -0.04 -0.56
H 1.334672 0.738528 4.393319 0.32 -0.41 0.18
H 2.476059 0.579435 5.747596 -0.13 -0.26 -0.39
H 1.228938 -0.646093 5.533599 0.26 0.24 -0.28
H 3.403997 0.890065 2.776465 0.08 -0.39 0.22
H 4.717661 -0.330634 2.920440 -0.40 0.17 0.14
H 4.367444 0.784435 4.246428 -0.11 -0.25 -0.23
H 2.831027 -2.365247 5.622508 0.48 0.15 -0.06
H 4.276889 -1.278249 5.725989 -0.41 -0.26 0.04
H 4.236506 -2.540546 4.524145 -0.30 0.13 0.09
H 0.764736 -2.823986 5.238738 -0.34 -0.14 -0.09
H 0.795989 -4.229536 4.172098 -0.44 0.43 0.10
H -0.782986 -3.549716 4.707789 0.43 0.01 -0.06
H -0.403057 -0.494733 4.331948 -0.28 -0.55 -0.28
H -1.753093 -1.541748 3.739393 0.57 0.12 0.08
H -0.877993 -0.495318 2.630300 0.15 -0.33 0.28
H 0.104091 -3.933030 1.660886 -0.04 0.06 0.08
H -0.585203 -2.363531 1.126423 0.13 -0.59 0.75
H -1.457182 -3.416865 2.294041 0.39 0.21 -0.12
```
Forces are in eV/Å.

DFT total energy, eV: -204779.1914
Charge: +2
HOMO level (alpha / beta), eV: -12.4562 / -12.4182
Largest force on an atom, eV/Å: 5.2
Energy relative to the best compared isomer or geometry (same formula, charge and spin), kcal per mole: 0.0
Lowest unoccupied orbital energy (alpha / beta), eV: -7.18 / -7.07
Orbital gap (alpha / beta), eV: 5.277 / 5.351
2S+1: 1

---

Number 1: M 912.76 g/mol. Number 2: M 1147.78 g/mol.